# C55H72As2BrN3O7P2W

C55H72As2BrN3O7P2W as an isolated structure at a distorted geometry (wB97M-V/def2-TZVPD, the OMol25 dataset).

```
143
Properties=species:S:1:pos:R:3:mulliken_charge:R:1
W 0.569 0.161 0.069 0.831
N -1.290 -1.458 -0.479 0.335
C -0.929 -2.348 -1.547 -0.765
C -1.622 -3.471 -1.891 0.057
C -1.295 -4.194 -3.065 -1.089
C -0.312 -3.738 -3.893 -1.023
C 0.456 -2.600 -3.531 1.036
C 1.453 -2.053 -4.366 -1.053
C 2.164 -0.963 -3.937 -1.280
C 1.931 -0.472 -2.647 -0.146
N 1.002 -0.959 -1.831 0.359
C 0.193 -1.958 -2.306 0.065
H -1.738 -1.965 0.279 0.220
H -1.961 -0.779 -0.834 -0.484
H -2.449 -3.804 -1.273 0.656
H -1.857 -5.082 -3.318 0.464
H -0.102 -4.232 -4.833 0.567
H 1.628 -2.485 -5.344 0.636
H 2.921 -0.496 -4.552 0.614
H 2.534 0.339 -2.266 0.383
C 2.426 5.064 2.327 -1.844
C 2.189 3.940 1.362 0.411
C 3.087 3.675 0.310 -0.756
C 2.936 2.577 -0.521 -1.680
C 1.853 1.766 -0.231 0.534
Br 2.445 -0.016 2.039 -0.445
N 0.983 2.061 0.690 1.603
C 1.088 3.117 1.507 -0.421
H 3.055 4.716 3.149 0.377
H 1.494 5.430 2.755 0.415
H 2.946 5.893 1.851 0.481
H 3.933 4.336 0.166 0.523
H 3.639 2.365 -1.314 0.791
H 0.321 3.277 2.250 0.049
C -0.440 2.958 -5.881 -1.452
C -0.017 2.321 -4.580 1.017
C 1.175 3.003 -3.946 -1.232
O -1.172 2.440 -3.638 -0.273
P -1.509 1.412 -2.535 -0.770
O -0.350 1.179 -1.586 1.396
C -2.917 2.130 -1.657 -0.653
P -2.367 2.456 0.030 -0.787
O -1.764 1.193 0.569 -0.959
O -3.510 3.041 0.898 0.143
C -4.978 2.950 0.715 0.614
C -5.429 1.520 0.904 -1.337
C -5.587 3.898 1.717 -1.454
O -1.290 3.578 -0.102 0.202
C -1.437 4.878 -0.804 0.740
C -2.428 5.783 -0.110 -1.347
C -0.047 5.466 -0.867 -1.289
O -1.919 0.012 -3.081 0.188
C -3.012 -0.400 -4.022 0.465
C -4.130 -1.006 -3.206 -1.251
C -3.472 0.725 -4.917 -1.141
H 0.440 3.126 -6.502 0.433
H -0.908 3.923 -5.688 0.332
H -1.137 2.342 -6.444 0.418
H 0.176 1.252 -4.711 -0.142
H 1.021 4.082 -3.905 0.393
H 2.060 2.811 -4.554 0.482
H 1.354 2.632 -2.936 0.057
H -3.737 1.412 -1.672 0.156
H -3.250 3.053 -2.136 1.115
H -5.192 3.296 -0.300 0.330
H -5.317 1.237 1.951 0.285
H -4.856 0.817 0.292 0.263
H -6.480 1.430 0.632 0.597
H -5.369 3.568 2.733 0.348
H -6.669 3.916 1.586 0.420
H -5.211 4.911 1.587 0.374
H -1.772 4.653 -1.820 0.014
H -2.100 6.008 0.905 0.294
H -3.428 5.357 -0.067 0.231
H -2.489 6.720 -0.664 0.483
H 0.272 5.811 0.117 0.263
H -0.047 6.321 -1.543 0.548
H 0.668 4.731 -1.241 0.091
H -2.527 -1.175 -4.615 0.441
H -4.697 -0.248 -2.662 0.306
H -3.754 -1.753 -2.507 0.168
H -4.826 -1.508 -3.878 0.566
H -3.917 1.544 -4.349 0.209
H -4.235 0.335 -5.590 0.561
H -2.663 1.121 -5.526 0.131
O -0.168 -0.741 1.558 1.644
As -0.369 -1.108 3.274 1.451
C -2.132 -1.808 3.368 0.454
C -2.371 -2.836 4.280 -0.797
C -3.677 -3.233 4.532 -0.950
C -4.730 -2.605 3.887 -0.817
C -4.487 -1.581 2.978 -0.896
C -3.190 -1.167 2.718 0.574
C -0.348 0.498 4.282 1.269
C -1.138 1.540 3.798 0.152
C -1.252 2.701 4.547 -0.974
C -0.580 2.822 5.758 -0.798
C 0.204 1.779 6.230 -1.201
C 0.316 0.604 5.501 -0.577
C 0.797 -2.536 3.716 0.670
C 0.489 -3.767 3.136 -0.670
C 1.254 -4.880 3.447 -1.000
C 2.301 -4.769 4.353 -0.637
C 2.611 -3.540 4.922 -1.014
C 1.868 -2.415 4.600 -0.672
H -1.559 -3.327 4.798 0.495
H -3.868 -4.031 5.236 0.478
H -5.747 -2.908 4.097 0.465
H -5.319 -1.102 2.482 0.518
H -2.999 -0.364 2.014 0.033
H -1.658 1.451 2.853 -0.075
H -1.874 3.512 4.189 0.614
H -0.679 3.726 6.343 0.503
H 0.718 1.873 7.176 0.475
H 0.900 -0.210 5.903 0.474
H -0.361 -3.871 2.471 0.564
H 1.023 -5.837 2.999 0.509
H 2.869 -5.647 4.630 0.474
H 3.430 -3.457 5.624 0.483
H 2.132 -1.464 5.035 0.256
C 4.902 -2.373 1.309 -1.148
As 3.649 -1.908 -0.113 0.821
C 2.424 -3.413 0.153 -0.376
C 4.729 -2.632 -1.796 -1.203
C 5.570 -3.730 -1.419 0.353
C 5.084 -5.067 -1.440 0.075
C 5.931 -6.116 -1.207 -0.868
C 7.280 -5.867 -0.906 -0.314
C 7.777 -4.556 -0.850 -0.806
C 6.933 -3.503 -1.078 -0.154
H 5.304 -3.371 1.158 0.454
H 4.356 -2.342 2.250 0.282
H 5.715 -1.651 1.352 0.410
H 2.882 -4.179 0.776 0.678
H 2.138 -3.845 -0.808 0.368
H 1.521 -3.053 0.649 -0.641
H 5.276 -1.755 -2.133 0.688
H 3.935 -2.890 -2.495 0.336
H 4.043 -5.246 -1.682 0.371
H 5.576 -7.136 -1.262 0.454
H 7.942 -6.698 -0.697 0.449
H 8.823 -4.387 -0.632 0.454
H 7.301 -2.485 -1.034 0.433
```

* LUMO level (spin up / spin down): -10.33 / -11.68 eV
* molecular weight: 1362.7 Da
* multiplicity: 3
* ΔE to the lowest compared entry with this formula, charge and spin: 50.5 kJ/mol
* HOMO level (spin up / spin down): -16.99 / -17.26 eV
* electronic energy: -10624.2687 hartree
* total charge: +4